C18H14F5IO4PSTeV as an isolated structure at a distorted geometry, computed with ωB97M-V with the def2-TZVPD basis set.

The total charge is +1. The orbital gap (spin up / spin down) is 6.94 / 7.61 eV. The value obtained for the HOMO energy (spin up / spin down) is -12.6 / -12.7 eV. As for the energy relative to the best compared isomer or geometry (same formula, charge and spin): 22.2 kcal per mole. As for the molar mass: 757.79 u. As for the expectation value of S²: 0.78. The spin multiplicity is 2.

```
46
Properties=species:S:1:pos:R:3:mulliken_charge:R:1
V 0.280 0.166 -0.008 0.497
O 2.053 -2.741 1.127 -0.567
S 0.710 -2.593 1.559 1.345
O -0.209 -3.673 1.532 -0.624
O 0.025 -1.426 0.672 -0.624
C 0.688 -1.839 3.163 0.337
C 0.842 -2.779 4.178 -0.830
C 0.906 -2.373 5.498 -0.708
C 0.798 -1.026 5.808 -0.852
C 0.628 -0.096 4.798 -0.499
C 0.588 -0.477 3.454 0.463
P 0.157 0.899 2.329 1.966
C -1.534 1.261 2.845 1.128
C -1.907 2.463 3.437 -0.242
C -3.218 2.640 3.854 -0.752
C -4.150 1.628 3.680 -0.627
C -3.774 0.424 3.099 -0.778
C -2.468 0.237 2.680 -0.814
C 1.271 2.268 2.680 0.711
C 2.545 2.008 3.186 -0.556
C 3.445 3.046 3.355 -0.735
C 3.086 4.343 3.015 -0.554
C 1.827 4.602 2.493 -0.927
C 0.921 3.568 2.314 -0.478
H 0.902 -3.830 3.928 0.493
H 1.024 -3.110 6.280 0.431
H 0.832 -0.695 6.837 0.437
H 0.514 0.949 5.060 0.475
H -1.186 3.254 3.597 0.556
H -3.508 3.572 4.320 0.466
H -5.171 1.773 4.007 0.423
H -4.496 -0.371 2.973 0.465
H -2.182 -0.710 2.237 0.333
H 2.845 1.000 3.438 0.462
H 4.432 2.839 3.746 0.444
H 3.791 5.152 3.150 0.421
H 1.548 5.609 2.216 0.447
H -0.045 3.783 1.877 0.394
I 2.754 0.367 -0.083 0.017
F -2.007 0.286 -0.284 -0.523
Te -1.933 1.938 -1.283 2.149
F -2.459 1.035 -2.781 -0.349
F -1.524 2.806 0.306 -0.407
F -1.712 3.477 -2.226 -0.345
F -3.675 2.238 -0.844 -0.361
O -0.156 1.377 -1.361 -0.710
```